ORCA calculation (wB97M-V/def2-TZVPD) on a cluster of 4 separate species, C22H26F27O6PS in total.

Positions of all 83 atoms, in Å:
O: 7.6112 0.6227 -0.2633
S: 7.9829 0.3254 -1.6923
O: 8.9351 1.3167 -2.2728
O: 6.5322 0.3850 -2.5450
C: 8.5651 -1.4286 -1.9014
C: 7.2312 -2.3415 -1.8521
C: 7.6322 -3.8696 -1.7034
C: 6.4283 -4.8560 -1.3669
P: 4.7669 -4.0155 -1.0588
C: 3.3537 -5.2967 -1.1846
C: 2.0566 -4.5524 -1.7561
C: 1.6665 -3.2400 -0.9615
F: 0.2558 -3.1306 -1.0534
F: 2.1940 -2.1338 -1.6199
F: 1.9834 -3.2737 0.3825
H: 5.9299 1.0041 -2.0784
H: 9.1632 -1.7100 -0.9807
H: 9.1670 -1.5830 -2.8387
H: 6.7249 -2.1844 -2.8520
H: 6.6302 -1.9295 -0.9828
H: 8.4765 -3.9571 -0.9587
H: 8.0539 -4.1930 -2.7126
H: 6.6958 -5.4485 -0.4308
H: 6.2529 -5.6453 -2.1735
H: 4.5466 -3.0876 -2.1249
H: 3.5983 -6.1565 -1.8738
H: 3.1171 -5.6804 -0.1455
H: 2.3371 -4.2109 -2.8046
H: 1.1502 -5.2341 -1.8244
C: -0.6676 -0.2271 -0.0910
C: -0.5519 -0.4978 1.4214
C: -1.8369 -0.9122 2.1403
F: -2.7861 0.0411 2.0934
F: -1.5862 -1.1347 3.4554
F: 0.0081 0.5801 2.0204
F: 0.3328 -1.5153 1.5618
O: -0.7704 1.1453 -0.5014
C: -2.0454 1.7360 -0.5394
C: -2.1676 2.9209 0.4216
F: -1.9699 2.5401 1.7004
F: -3.4067 3.4611 0.3598
F: -2.9913 0.8021 -0.3426
F: -2.2122 2.1715 -1.8093
H: 0.2770 -0.5600 -0.5267
H: -1.4254 -0.8529 -0.5662
H: -2.2454 -1.8343 1.7177
H: -1.4371 3.6967 0.1818
C: -1.6366 4.2559 5.2238
C: -1.5705 4.0077 6.7477
C: -2.8928 3.6758 7.4416
F: -3.7885 4.6743 7.3511
F: -2.6861 3.4688 8.7668
F: -0.9699 5.0658 7.3405
F: -0.7346 2.9464 6.9365
O: -1.6539 5.6230 4.7906
C: -2.8937 6.2848 4.7138
C: -2.9678 7.4910 5.6537
F: -2.8206 7.1224 6.9421
F: -4.1734 8.0989 5.5539
F: -3.8961 5.4120 4.9036
F: -3.0083 6.7114 3.4365
H: -0.7008 3.8650 4.8170
H: -2.4156 3.6638 4.7396
H: -3.3383 2.7672 7.0274
H: -2.1882 8.2185 5.4175
C: -4.6290 -0.6473 -2.7820
C: -3.9272 -1.9837 -3.1121
C: -2.8939 -1.9502 -4.2397
F: -3.4314 -1.6086 -5.4224
F: -2.3485 -3.1819 -4.4106
F: -4.8663 -2.9276 -3.3502
F: -3.2771 -2.3772 -1.9752
O: -5.9398 -0.4517 -3.3276
C: -6.0506 0.0850 -4.6244
C: -6.7376 -0.8787 -5.5954
F: -6.0430 -2.0276 -5.7244
F: -6.8231 -0.3303 -6.8298
F: -4.8480 0.4959 -5.0588
F: -6.8027 1.1999 -4.5016
H: -4.7945 -0.6586 -1.7020
H: -3.9822 0.2156 -2.9523
H: -2.0817 -1.2546 -4.0102
H: -7.7442 -1.1272 -5.2521

Its SMILES is FC(F)C(F)(F)COC(F)(F)C(F)F.FC(F)C(F)(F)COC(F)(F)C(F)F.FC(F)C(F)(F)COC(F)(F)C(F)F.O=S(=O)(O)CCCCPCCC(F)(F)F. The strongest force on any atom comes out at 0.086 hartree/bohr. For the calculated total energy, the calculation gives -129014.6076 eV. For the frontier orbital gap, the calculation gives 8.904 eV. The value obtained for the highest occupied orbital energy is -0.320 Eh.

Calculated atomic charges, method Löwdin, unit e:
1 O -0.35
2 S 0.72
3 O -0.33
4 O -0.21
5 C -0.20
6 C -0.29
7 C -0.25
8 C -0.42
9 P 0.90
10 C -0.38
11 C -0.14
12 C -0.51
13 F 0.04
14 F 0.06
15 F 0.08
16 H 0.10
17 H 0.12
18 H 0.12
19 H 0.11
20 H 0.10
21 H 0.11
22 H 0.12
23 H 0.08
24 H 0.07
25 H -0.05
26 H 0.08
27 H 0.08
28 H 0.12
29 H 0.13
30 C -0.04
31 C -0.44
32 C -0.30
33 F 0.09
34 F 0.09
35 F 0.13
36 F 0.11
37 O 0.04
38 C -0.51
39 C -0.28
40 F 0.09
41 F 0.10
42 F 0.13
43 F 0.14
44 H 0.13
45 H 0.13
46 H 0.18
47 H 0.18
48 C -0.04
49 C -0.44
50 C -0.30
51 F 0.10
52 F 0.09
53 F 0.13
54 F 0.11
55 O 0.03
56 C -0.52
57 C -0.28
58 F 0.10
59 F 0.10
60 F 0.14
61 F 0.14
62 H 0.15
63 H 0.14
64 H 0.17
65 H 0.18
66 C -0.04
67 C -0.43
68 C -0.30
69 F 0.10
70 F 0.09
71 F 0.13
72 F 0.09
73 O 0.04
74 C -0.52
75 C -0.28
76 F 0.10
77 F 0.10
78 F 0.14
79 F 0.15
80 H 0.14
81 H 0.13
82 H 0.17
83 H 0.18

=====

ORCA calculation (wB97M-V/def2-TZVPD) on a structure of composition C24H28N2O2PbSe2.

Positions of all 59 atoms, in Å:
Pb: -0.2643 0.1588 -0.5132
O: 3.1251 1.1171 -3.3940
C: 2.0799 0.1582 -3.5232
C: 2.4829 -1.1355 -2.8178
C: 3.7201 -1.7092 -3.5545
O: 4.9105 -0.9770 -3.3491
C: 2.8575 -0.9557 -1.3298
Se: 2.3094 0.6813 -0.3994
C: 1.3854 -2.1754 -2.9934
Se: -0.3211 -2.0213 -2.0096
H: 2.7680 1.9949 -3.5608
H: 1.9036 -0.0583 -4.5830
H: 1.1460 0.5415 -3.1066
H: 3.4793 -1.7742 -4.6230
H: 3.9205 -2.7205 -3.1947
H: 4.7109 -0.0429 -3.5019
H: 3.9400 -0.9265 -1.2200
H: 2.4682 -1.7886 -0.7470
H: 1.7555 -3.1498 -2.6786
H: 1.0990 -2.2421 -4.0435
N: -0.9888 -1.0827 1.0809
C: -1.2805 -0.9556 2.3103
C: -1.5264 0.3333 3.0392
C: -2.3580 1.3060 2.4982
C: -2.4729 2.5455 3.1124
C: -1.7341 2.8289 4.2517
C: -0.9156 1.8543 4.8046
C: -0.8211 0.6057 4.2093
C: -1.3154 -2.2097 3.1239
C: -2.1023 -2.2963 4.2686
C: -2.0991 -3.4591 5.0255
C: -1.3099 -4.5347 4.6454
C: -0.5371 -4.4566 3.4923
C: -0.5446 -3.3008 2.7299
H: -2.9284 1.0811 1.6031
H: -3.1342 3.2940 2.6958
H: -1.7998 3.8071 4.7104
H: -0.3489 2.0649 5.7024
H: -0.1804 -0.1541 4.6394
H: -2.7236 -1.4609 4.5656
H: -2.7005 -3.5213 5.9232
H: -1.2999 -5.4363 5.2443
H: 0.0800 -5.2953 3.1972
H: 0.0469 -3.2229 1.8270
C: -0.7389 3.3711 0.2155
C: -0.7674 3.0989 -1.2485
C: -0.6560 3.9735 -2.2839
C: -0.8219 3.2211 -3.4898
C: -1.0367 1.9187 -3.1433
C: -1.4083 0.7938 -4.0578
N: -0.9989 1.8304 -1.7555
H: -0.7045 4.4438 0.3954
H: 0.1321 2.9196 0.7106
H: -1.6257 2.9683 0.6931
H: -0.4821 5.0353 -2.1908
H: -0.8074 3.5955 -4.5028
H: -1.0406 0.9964 -5.0633
H: -2.4962 0.6919 -4.1125
H: -1.0293 -0.1676 -3.7241

The strongest force on any atom comes out at 0.020 hartree/bohr. For the calculated total energy, the calculation gives -168356.1155 eV. For the frontier orbital gap, the calculation gives 6.423 eV. The value obtained for the highest occupied orbital energy is -0.280 Eh.

Calculated atomic charges, method Löwdin, unit e:
1 Pb 0.94
2 O -0.09
3 C -0.24
4 C -0.56
5 C -0.21
6 O -0.05
7 C -0.50
8 Se 0.65
9 C -0.51
10 Se 0.62
11 H 0.11
12 H 0.14
13 H 0.06
14 H 0.13
15 H 0.13
16 H 0.07
17 H 0.06
18 H 0.06
19 H 0.06
20 H 0.07
21 N -0.07
22 C -0.32
23 C -0.19
24 C -0.06
25 C -0.09
26 C -0.07
27 C -0.07
28 C -0.03
29 C -0.18
30 C -0.03
31 C -0.08
32 C -0.08
33 C -0.07
34 C -0.02
35 H 0.12
36 H 0.11
37 H 0.11
38 H 0.11
39 H 0.12
40 H 0.12
41 H 0.10
42 H 0.10
43 H 0.10
44 H 0.11
45 C -0.06
46 C -0.42
47 C -0.06
48 C -0.07
49 C -0.40
50 C -0.07
51 N -0.12
52 H 0.09
53 H 0.06
54 H 0.04
55 H 0.10
56 H 0.10
57 H 0.08
58 H 0.08
59 H -0.03

=====

ORCA calculation (wB97M-V/def2-TZVPD) on a cluster of 6 separate species, C30H49BrF3N2O23S5 in total.

Positions of all 113 atoms, in Å:
C: -6.0742 -0.7973 0.7126
C: -5.3698 -0.1987 -0.5200
C: -5.3490 1.3218 -0.5669
Br: -4.9352 1.7867 -2.4520
C: -4.3048 2.0573 0.3429
C: -4.8963 1.9716 1.7804
C: -4.4744 3.1074 2.7261
C: -4.0886 2.6760 4.1325
F: -3.7053 1.3960 4.2579
F: -3.0170 3.4140 4.5654
F: -5.0555 2.9353 5.0397
C: -4.4557 3.5665 -0.0801
O: -5.5912 4.0144 0.1618
O: -3.5377 4.1685 -0.6327
N: -2.9877 1.4632 0.1519
O: -2.7955 0.3035 0.9765
C: -1.9280 -0.5864 0.3058
C: -1.7892 -1.8472 1.1583
C: -0.5095 -2.5742 0.7071
C: -2.9990 -2.7860 1.0464
C: -3.5456 -3.3633 2.3729
C: -2.8449 -4.6683 2.7877
C: -3.5987 -2.3791 3.5403
C: -1.8544 2.3065 0.4263
C: -1.3989 2.5577 1.7115
C: -0.2660 3.3648 1.8081
C: 0.3271 3.8440 0.6571
N: -0.0542 3.5787 -0.6039
C: -1.1444 2.8109 -0.6532
H: -6.8219 -0.1243 1.1293
H: -6.5000 -1.7728 0.4771
H: -5.3232 -0.9706 1.4856
H: -5.9677 -0.5251 -1.3757
H: -4.3872 -0.6321 -0.6836
H: -6.3441 1.7114 -0.3885
H: -5.9668 2.0877 1.6303
H: -4.7854 0.9783 2.2080
H: -5.3317 3.7662 2.8551
H: -3.6787 3.7469 2.3523
H: -0.9145 -0.1865 0.1733
H: -2.3144 -0.8214 -0.6931
H: -1.5878 -1.4982 2.1724
H: -0.2973 -3.4150 1.3689
H: 0.3253 -1.8819 0.8644
H: -0.5352 -2.8586 -0.3451
H: -2.6780 -3.6447 0.4477
H: -3.8307 -2.3413 0.5009
H: -4.5828 -3.6584 2.1692
H: -3.4513 -5.1176 3.5792
H: -1.8202 -4.5089 3.1189
H: -2.9081 -5.3610 1.9466
H: -4.1622 -1.4708 3.3314
H: -4.0625 -2.8821 4.3936
H: -2.5877 -2.1210 3.8618
H: -1.8960 2.1477 2.5767
H: 0.1509 3.6183 2.7741
H: 1.1912 4.4973 0.7653
H: -1.5167 2.5581 -1.6414
C: 4.0433 -5.5328 1.6561
C: 3.4785 -4.3890 0.8434
O: 2.1338 -4.8008 0.5528
S: 1.5588 -5.6712 1.7605
O: 0.7914 -4.8304 2.6077
O: 1.0502 -6.8847 1.2346
O: 2.9562 -5.9616 2.4912
H: 4.3346 -6.3706 1.0194
H: 4.8883 -5.2293 2.2695
H: 4.0276 -4.2105 -0.0762
H: 3.4363 -3.4661 1.4250
C: 2.0144 2.0256 -2.5099
C: 1.3228 1.8336 -3.8323
O: 2.2741 1.1199 -4.6408
S: 3.1336 0.1551 -3.7063
O: 2.5966 -1.1612 -3.7603
O: 4.5130 0.3902 -3.9544
O: 2.7401 0.7950 -2.2946
H: 2.7317 2.8421 -2.5459
H: 1.3125 2.2126 -1.7032
H: 1.0556 2.7774 -4.2975
H: 0.4277 1.2152 -3.7288
C: 0.6996 6.3146 -2.6783
C: 1.4979 7.5246 -3.1235
O: 2.7605 6.9841 -3.5565
S: 2.5220 5.5334 -4.1904
O: 2.4486 5.6508 -5.6020
O: 3.4033 4.6240 -3.5519
O: 1.0487 5.2989 -3.6301
H: 0.9974 5.9712 -1.6870
H: -0.3729 6.4857 -2.6893
H: 1.6524 8.2423 -2.3233
H: 1.0306 8.0226 -3.9756
C: 5.7801 3.5156 -8.2536
C: 6.4871 2.1780 -8.3256
O: 5.6357 1.2869 -7.6034
S: 4.1034 1.7281 -7.7904
O: 3.5222 0.9477 -8.8236
O: 3.5125 1.8411 -6.5095
O: 4.3931 3.1957 -8.3798
H: 5.9359 3.9996 -7.2871
H: 6.0821 4.1906 -9.0504
H: 7.4756 2.1993 -7.8751
H: 6.5631 1.8226 -9.3564
C: 4.3982 -7.2264 6.4517
C: 3.5173 -6.0111 6.6486
O: 4.4393 -4.9535 6.9553
S: 5.8120 -5.1929 6.1737
O: 5.7997 -4.4188 4.9841
O: 6.8792 -5.1240 7.1026
O: 5.5578 -6.7232 5.7738
H: 4.7156 -7.6511 7.4062
H: 3.9194 -7.9962 5.8528
H: 2.8038 -6.1339 7.4580
H: 2.9861 -5.7485 5.7312

The strongest force on any atom comes out at 0.032 hartree/bohr. For the calculated total energy, the calculation gives -214345.3490 eV. As for the net charge: -1. For the frontier orbital gap, the calculation gives 6.885 eV. The value obtained for the highest occupied orbital energy is -0.196 Eh.

Results of the Löwdin charge analysis, in e, for atoms 1 through 99:
1 C -0.09
2 C -0.30
3 C -0.56
4 Br 0.73
5 C -0.35
6 C -0.09
7 C -0.05
8 C -0.59
9 F 0.12
10 F 0.08
11 F 0.11
12 C -0.76
13 O -0.03
14 O -0.01
15 N 0.00
16 O -0.11
17 C -0.18
18 C -0.32
19 C -0.06
20 C -0.13
21 C -0.42
22 C -0.07
23 C -0.07
24 C -0.21
25 C 0.02
26 C -0.05
27 C -0.17
28 N 0.07
29 C -0.09
30 H 0.08
31 H 0.07
32 H 0.04
33 H 0.08
34 H 0.07
35 H 0.09
36 H 0.11
37 H 0.09
38 H 0.13
39 H 0.12
40 H 0.12
41 H 0.13
42 H 0.13
43 H 0.04
44 H 0.08
45 H 0.09
46 H 0.11
47 H 0.09
48 H 0.12
49 H 0.07
50 H 0.06
51 H 0.08
52 H 0.06
53 H 0.08
54 H 0.07
55 H 0.11
56 H 0.10
57 H 0.10
58 H 0.12
59 C -0.16
60 C -0.15
61 O -0.19
62 S 0.59
63 O -0.24
64 O -0.21
65 O -0.20
66 H 0.13
67 H 0.13
68 H 0.14
69 H 0.14
70 C -0.16
71 C -0.14
72 O -0.23
73 S 0.59
74 O -0.23
75 O -0.23
76 O -0.18
77 H 0.10
78 H 0.10
79 H 0.12
80 H 0.14
81 C -0.15
82 C -0.16
83 O -0.19
84 S 0.59
85 O -0.21
86 O -0.22
87 O -0.20
88 H 0.12
89 H 0.14
90 H 0.13
91 H 0.13
92 C -0.17
93 C -0.17
94 O -0.18
95 S 0.63
96 O -0.22
97 O -0.20
98 O -0.18
99 H 0.13